1.
Density functional theory data (wB97M-V/def2-TZVPD) for a cluster of 2 separate species, C4H7N4OS in total at a distorted geometry.

Last column: Mulliken spin population.
CARTESIAN COORDINATES (ANGSTROEM)
1 C -1.0872 1.0207 0.0115  0.20
2 C -0.9997 -1.4015 0.2075  0.63
3 C 3.5976 -0.9630 -0.2950  0.00
4 C -1.4639 2.4349 -0.0979  0.01
5 N 0.1865 -0.7488 0.0795  0.39
6 N 0.1111 0.5756 -0.0492  0.14
7 N -1.0349 -2.7244 0.2719  0.40
8 N 4.4701 -0.1663 -0.3946  0.00
9 O 2.8202 -1.8214 -0.2226  0.00
10 S -2.3690 -0.2233 0.1782  0.26
11 H -0.8900 3.0295 0.6613  0.02
12 H -1.1459 2.8976 -1.0638  0.02
13 H -2.5299 2.6455 0.1235  0.00
14 H -0.1925 -3.1838 0.4120  -0.01
15 H -1.9003 -3.3071 0.4068  -0.02
16 H 1.1461 -1.1051 0.2048  -0.03
17 H 4.6110 0.7117 -0.8359  0.00

## Properties
- HOMO (spin up / spin down): -0.3619 / -0.5401 Eh
- ΔE to the lowest compared entry with this formula, charge and spin: 0.000 eV
- F_max: 0.0904 Eh/bohr
- Multiplicity: 3
- Charge: +1

---

2.
Density functional theory data (wB97M-V/def2-TZVPD) for the ion C4H7N4S with charge +1 at a distorted geometry.

Last column: Mulliken charge in e.
CARTESIAN COORDINATES (ANGSTROEM)
1 C -0.2854 1.0058 -0.1709  0.51
2 C 0.2090 -1.1221 1.7079  -0.56
3 C -0.6115 0.0601 2.2288  -0.52
4 C 0.2012 0.7600 -2.6515  -0.63
5 N 0.7208 -1.8066 -0.5087  0.69
6 N 1.2222 -2.2424 -1.4434  -0.61
7 N -0.0178 -1.2570 0.2754  -0.25
8 N -0.1713 1.1363 -1.3472  -0.05
9 S -0.2029 1.5606 1.3689  -0.02
10 H 1.2959 -1.0207 1.8582  0.42
11 H -0.1811 -1.9906 2.2036  0.34
12 H -1.6262 -0.1609 2.1687  0.39
13 H -0.3452 0.1007 3.2835  0.39
14 H 0.5675 1.7543 -3.1203  0.29
15 H 0.8741 -0.0454 -2.5376  0.32
16 H -0.6786 0.4887 -3.2851  0.29

## Properties
- HOMO: -0.5133 Eh
- ΔE to the lowest compared entry with this formula, charge and spin: 2.097 eV
- F_max: 0.0949 Eh/bohr
- Multiplicity: 1
- Charge: +1

---

3.
Density functional theory data (wB97M-V/def2-TZVPD) for an isolated molecule of C4H7N5 at a distorted geometry.

Last column: Mulliken charge in e.
CARTESIAN COORDINATES (ANGSTROEM)
1 C 1.4355 1.3279 -0.1079  -0.51
2 C 1.8449 0.1494 -0.5112  -0.47
3 C 0.7265 -0.8103 -0.4705  0.53
4 C -1.6679 -0.3848 -0.0089  0.03
5 H -0.3148 2.7579 1.4446  0.26
6 H 0.4386 1.4354 2.1652  0.26
7 H 1.9201 2.2921 0.0168  0.41
8 H 2.7678 -0.1396 -1.0000  0.40
9 H -0.1831 -2.3827 -0.6922  0.37
10 H -2.2787 0.4661 0.2193  0.39
11 H -3.1111 -1.5784 -0.3871  0.26
12 N -0.2994 1.7457 1.4949  -0.61
13 N 0.0141 1.2676 0.2156  -0.07
14 N 0.7662 -2.0203 -0.8690  -0.79
15 N -0.3056 -0.0823 0.0937  0.16
16 N -2.0714 -1.5599 -0.2460  -0.60

## Properties
- HOMO: -0.3109 Eh
- ΔE to the lowest compared entry with this formula, charge and spin: 4.047 eV
- F_max: 0.0402 Eh/bohr
- Multiplicity: 1
- SMILES: [H]/N=c1/ccn(N)n1/C=N/[H]

---

4.
Density functional theory data (wB97M-V/def2-TZVPD) for a cluster of 2 separate species, C4H7N5O in total at a distorted geometry.

Last column: Mulliken charge in e.
CARTESIAN COORDINATES (ANGSTROEM)
1 C 0.4880 1.2946 -1.0141  -0.23
2 C 2.0741 -1.3862 -0.0995  0.72
3 C -2.2442 -0.7778 0.3278  -1.02
4 C -1.6208 0.1718 -0.5972  0.01
5 N 1.5462 1.5831 -0.2551  -0.28
6 N 1.3751 1.1971 0.9194  -0.72
7 N 0.1777 0.5853 0.9953  0.21
8 N -0.4800 0.6842 -0.2143  0.10
9 N 3.1629 -0.8990 0.1133  -0.57
10 O 1.0077 -1.8482 -0.2754  -0.47
11 H 0.5197 1.5646 -2.0621  0.45
12 H -3.3011 -0.7379 0.2034  0.35
13 H -2.0515 -1.7706 0.0679  0.25
14 H -1.8845 -0.7066 1.4517  0.23
15 H -2.0748 0.7879 -1.3709  0.39
16 H -0.1617 0.2237 1.9062  0.21
17 H 3.4672 0.0341 -0.0963  0.35

## Properties
- HOMO (spin up / spin down): -0.2527 / -0.2528 Eh
- ΔE to the lowest compared entry with this formula, charge and spin: 4.491 eV
- F_max: 0.0489 Eh/bohr
- Multiplicity: 1

---

5.
Density functional theory data (wB97M-V/def2-TZVPD) for an isolated molecule of C4H7NO at a distorted geometry.

Last column: Mulliken charge in e.
CARTESIAN COORDINATES (ANGSTROEM)
1 C 2.2146 0.2263 -0.2358  -0.94
2 C 0.7523 0.3208 0.0926  0.64
3 O 0.3582 0.8269 1.2764  -0.49
4 N -0.1105 -0.0354 -0.7681  -0.36
5 C -2.1149 -0.9388 0.1555  -0.42
6 C -1.4765 0.0733 -0.4413  -0.56
7 H 2.6484 1.2254 -0.3407  0.26
8 H 2.7841 -0.3149 0.5238  0.29
9 H 2.3064 -0.2937 -1.1942  0.29
10 H -1.5394 -1.7233 0.6401  0.24
11 H -3.1748 -1.1053 0.0197  0.29
12 H -0.6401 0.8183 1.1513  0.42
13 H -2.0079 0.9205 -0.8795  0.35

## Properties
- HOMO: -0.3370 Eh
- ΔE to the lowest compared entry with this formula, charge and spin: 1.651 eV
- F_max: 0.0296 Eh/bohr
- Multiplicity: 1
- SMILES: C=C/N=C(/C)O

---

6.
Density functional theory data (wB97M-V/def2-TZVPD) for a cluster of 2 separate species, C4H7NO in total at a distorted geometry.

Last column: Mulliken charge in e.
CARTESIAN COORDINATES (ANGSTROEM)
1 C -1.5386 -0.0457 1.5961  -0.99
2 C -0.6701 -0.2521 -0.2813  0.68
3 O -1.2654 -0.8149 -1.1131  -0.47
4 C -0.1922 0.2634 0.8100  -0.49
5 C 2.0926 -0.1418 -1.2914  -0.25
6 N 1.3589 0.8020 -1.7200  -0.57
7 H -2.4556 0.3939 1.1645  0.27
8 H -1.3368 0.3944 2.5545  0.34
9 H -1.7464 -1.1193 1.7192  0.28
10 H 0.3498 1.2033 0.8882  0.35
11 H 1.8599 -1.2099 -1.3840  0.28
12 H 3.0255 0.1063 -0.7795  0.29
13 H 0.5184 0.4206 -2.1630  0.29

## Properties
- HOMO: -0.3334 Eh
- ΔE to the lowest compared entry with this formula, charge and spin: 3.443 eV
- F_max: 0.0304 Eh/bohr
- Multiplicity: 1
- SMILES: CC=C=O.C=N

---

7.
Density functional theory data (wB97M-V/def2-TZVPD) for a cluster of 2 separate species, C4H7NO in total.

Last column: Mulliken charge in e.
CARTESIAN COORDINATES (ANGSTROEM)
1 O 1.6212 -0.0363 0.8846  -0.44
2 C 1.8152 0.0514 -0.4575  0.00
3 C 1.1285 -0.6957 -1.3186  -0.75
4 C -2.3463 -0.3581 1.1987  -0.91
5 C -1.7385 0.5508 0.4739  0.67
6 N -1.2222 1.4565 -0.1732  -0.58
7 H 2.1436 0.6378 1.3323  0.34
8 H 2.5652 0.7701 -0.7882  0.25
9 H -0.4829 1.1272 -0.8004  0.36
10 H 0.3905 -1.4113 -0.9668  0.31
11 H 1.3195 -0.6166 -2.3823  0.26
12 H -1.9586 -0.6248 2.1745  0.24
13 H -3.2352 -0.8510 0.8232  0.25

## Properties
- HOMO: -0.3244 Eh
- ΔE to the lowest compared entry with this formula, charge and spin: 2.877 eV
- F_max: 0.0136 Eh/bohr
- Multiplicity: 1
- SMILES: C=C=N.C=CO

---

8.
Density functional theory data (wB97M-V/def2-TZVPD) for a structure of composition C4H7NO at a distorted geometry.

Last column: Mulliken charge in e.
CARTESIAN COORDINATES (ANGSTROEM)
1 O -1.2864 -0.8008 1.3884  -0.51
2 C -0.8358 -1.2707 0.3076  -0.26
3 C -0.3447 0.2015 -0.9945  -0.82
4 C 0.5148 1.0266 -0.2818  -0.37
5 C 1.8724 0.5669 -0.1129  0.44
6 N 2.9346 0.1199 0.0029  -0.41
7 H -0.5493 0.3980 1.6210  0.17
8 H -1.5507 -1.6555 -0.4298  0.32
9 H 0.1589 -1.7496 0.3044  0.33
10 H -1.3059 0.6146 -1.2900  0.31
11 H 0.0895 -0.5328 -1.6649  0.41
12 H -0.0387 0.9924 1.3017  -0.02
13 H 0.3414 2.0894 -0.1521  0.40

## Properties
- HOMO: -0.3654 Eh
- ΔE to the lowest compared entry with this formula, charge and spin: 5.261 eV
- F_max: 0.0222 Eh/bohr
- Multiplicity: 1

---

9.
Density functional theory data (wB97M-V/def2-TZVPD) for an isolated molecule of C4H7NO.

Last column: Mulliken charge in e.
CARTESIAN COORDINATES (ANGSTROEM)
1 C 1.7586 0.1689 0.1419  -0.93
2 N 0.3618 -0.0396 -0.2423  -0.05
3 C -0.6138 1.0306 0.0593  -0.36
4 C -0.7572 -0.2666 0.7485  -0.43
5 C -1.7058 -1.1515 0.1163  0.18
6 O -1.4273 -1.9646 -0.7659  -0.59
7 H 2.1872 0.9995 -0.4303  0.33
8 H 2.3461 -0.7330 -0.0414  0.35
9 H 1.7841 0.4116 1.2055  0.35
10 H -0.1549 1.8614 0.5944  0.25
11 H -1.2267 1.3467 -0.7887  0.23
12 H 0.1969 -0.6174 -1.0758  0.35
13 H -2.7492 -1.0460 0.4784  0.34

## Properties
- HOMO: -0.2986 Eh
- ΔE to the lowest compared entry with this formula, charge and spin: 3.737 eV
- F_max: 0.0073 Eh/bohr
- Multiplicity: 1
- SMILES: C[N@@H+]1C/C1=C/[O-]

---

10.
Density functional theory data (wB97M-V/def2-TZVPD) for an isolated molecule of C4H7NO.

Last column: Mulliken charge in e.
CARTESIAN COORDINATES (ANGSTROEM)
1 C 1.5139 -0.8170 -0.7642  -1.26
2 C 0.5769 0.3604 -0.6718  0.06
3 C -0.8750 0.2224 -1.0649  -0.64
4 N -0.4872 0.3120 0.2942  0.08
5 C -0.8239 0.2420 1.5150  0.10
6 O -2.1256 0.2251 1.8553  -0.46
7 H 2.2828 -0.8108 0.0180  0.31
8 H 2.0169 -0.7817 -1.7357  0.31
9 H 0.9422 -1.7482 -0.7111  0.33
10 H 1.0770 1.3343 -0.6609  0.32
11 H -1.3634 1.1349 -1.4209  0.19
12 H -2.6149 0.1640 1.0155  0.32
13 H -0.1198 0.1625 2.3316  0.34

## Properties
- HOMO: -0.2687 Eh
- ΔE to the lowest compared entry with this formula, charge and spin: 4.311 eV
- F_max: 0.0103 Eh/bohr
- Multiplicity: 1

---

11.
Density functional theory data (wB97M-V/def2-TZVPD) for a structure of composition C4H7NO at a distorted geometry.

Last column: Mulliken charge in e.
CARTESIAN COORDINATES (ANGSTROEM)
1 C -1.5608 -0.2189 0.1911  -0.90
2 N -0.2964 -0.0387 -0.4990  0.02
3 C 0.3304 1.1774 -0.2488  -0.63
4 C 1.6116 0.2041 0.8374  0.32
5 O 2.7183 0.3774 1.1874  -0.37
6 C 0.6205 -1.0658 -0.3214  -0.64
7 H -2.0051 -1.1637 -0.1299  0.34
8 H -1.4375 -0.2230 1.2863  0.34
9 H -2.2321 0.5937 -0.0958  0.34
10 H 1.0591 1.5005 -0.9964  0.26
11 H -0.3877 1.9780 -0.0152  0.33
12 H 0.1403 -2.0379 -0.1335  0.32
13 H 1.4053 -1.1431 -1.0777  0.25

## Properties
- HOMO: -0.3121 Eh
- ΔE to the lowest compared entry with this formula, charge and spin: 3.754 eV
- F_max: 0.0332 Eh/bohr
- Multiplicity: 1

---

12.
Density functional theory data (wB97M-V/def2-TZVPD) for a cluster of 2 separate species, C4H7NO in total at a distorted geometry.

Last column: Mulliken charge in e.
CARTESIAN COORDINATES (ANGSTROEM)
1 O -2.1027 0.4728 1.5172  -0.65
2 C -0.0409 -0.8898 -0.3916  -0.57
3 C 0.2584 0.0157 -1.5374  -0.57
4 C 0.6230 0.4480 -0.1361  -0.15
5 C 2.0120 0.4662 0.2594  0.07
6 N 3.1231 0.4631 0.5858  -0.43
7 H -2.6790 -0.0918 2.0453  0.31
8 H -1.0695 -0.9704 -0.0567  0.29
9 H 0.5751 -1.7745 -0.2642  0.29
10 H -0.5667 0.5488 -1.9987  0.24
11 H 1.0719 -0.2455 -2.2061  0.29
12 H -1.2222 0.3203 1.8812  0.35
13 H 0.0175 1.2371 0.3019  0.54

## Properties
- HOMO: -0.3941 Eh
- ΔE to the lowest compared entry with this formula, charge and spin: 1.762 eV
- F_max: 0.0216 Eh/bohr
- Multiplicity: 1
- SMILES: N#CC1CC1.O

---

13.
Density functional theory data (wB97M-V/def2-TZVPD) for an isolated molecule of C4H7NO at a distorted geometry.

Last column: Mulliken charge in e.
CARTESIAN COORDINATES (ANGSTROEM)
1 C -1.8030 0.8446 0.1102  -0.83
2 C -1.1821 -0.5115 0.0605  0.55
3 C 1.2117 0.0577 -0.2928  -0.03
4 C 2.4395 -0.3296 0.1112  -0.82
5 H -1.0564 1.6220 -0.0959  0.29
6 H -2.3274 1.0903 1.1258  0.23
7 H -2.6330 1.0400 -0.6190  0.27
8 H 0.2677 -1.7281 -0.3078  0.27
9 H 0.8214 0.8740 -0.8838  0.32
10 H 2.6951 -1.0912 0.8649  0.29
11 H 3.2152 0.4147 -0.0407  0.28
12 N 0.2284 -0.8003 0.0720  -0.24
13 O -1.8771 -1.4825 -0.1045  -0.57

## Properties
- HOMO: -0.3276 Eh
- ΔE to the lowest compared entry with this formula, charge and spin: 1.860 eV
- F_max: 0.0871 Eh/bohr
- Multiplicity: 1
- SMILES: C=CNC(C)=O

---

14.
Density functional theory data (wB97M-V/def2-TZVPD) for an isolated molecule of C4H7NO.

Last column: Mulliken charge in e.
CARTESIAN COORDINATES (ANGSTROEM)
1 N 2.4248 -0.0447 0.1880  -0.68
2 C 1.1605 -0.0362 0.1491  0.72
3 C 0.3548 -1.1610 0.7376  -1.07
4 C -1.5495 -0.1152 -1.1866  -0.39
5 C -0.9290 0.9582 -0.4289  -0.36
6 O 0.4851 1.0081 -0.4257  -0.39
7 H 2.7908 0.7982 -0.2579  0.28
8 H 1.0449 -1.9244 1.0940  0.29
9 H -0.2652 -0.8169 1.5738  0.33
10 H -2.6281 -0.0472 -0.9362  0.20
11 H -0.3038 -1.6012 -0.0231  0.35
12 H -1.3207 1.1726 0.5791  0.38
13 H -1.2648 1.8098 -1.0632  0.34

## Properties
- HOMO: -0.3529 Eh
- ΔE to the lowest compared entry with this formula, charge and spin: 4.971 eV
- F_max: 0.0079 Eh/bohr
- Multiplicity: 1

---

15.
Density functional theory data (wB97M-V/def2-TZVPD) for a cluster of 2 separate species, C4H7NO in total at a distorted geometry.

Last column: Mulliken charge in e.
CARTESIAN COORDINATES (ANGSTROEM)
1 O 1.3362 -0.4614 1.9819  -0.63
2 C 0.5743 0.5202 -0.7841  -0.54
3 C -0.0440 -0.7829 -1.1640  -0.51
4 C -0.7409 0.1051 -0.1605  0.07
5 C -1.9294 0.8409 -0.5212  0.01
6 N -2.8679 1.4638 -0.7907  -0.43
7 H 1.7431 -0.9185 2.7261  0.29
8 H 1.4405 0.5064 -0.1323  0.18
9 H 0.5286 1.3311 -1.5042  0.29
10 H 0.3956 -1.6856 -0.7511  0.22
11 H -0.4871 -0.8876 -2.1488  0.30
12 H 0.7732 0.2118 2.3828  0.33
13 H -0.7220 -0.2434 0.8661  0.42

## Properties
- HOMO: -0.3866 Eh
- ΔE to the lowest compared entry with this formula, charge and spin: 1.746 eV
- F_max: 0.0214 Eh/bohr
- Multiplicity: 1
- SMILES: N#CC1CC1.O

---

16.
Density functional theory data (wB97M-V/def2-TZVPD) for an isolated molecule of C4H7NO.

Last column: Mulliken charge in e.
CARTESIAN COORDINATES (ANGSTROEM)
1 C -1.5869 0.7562 -0.1866  -0.16
2 N -0.5028 0.1235 0.0146  0.08
3 C -0.5487 -1.3273 0.1267  -0.96
4 C 1.9634 0.2202 0.1093  -1.04
5 C 0.8932 1.0299 -0.0608  0.73
6 O 0.6155 2.1858 -0.3345  -0.65
7 H -1.5926 -1.6214 0.0727  0.34
8 H -1.5800 1.8374 -0.0928  0.27
9 H -2.4898 0.2063 -0.4527  0.23
10 H 0.0475 -1.8090 -0.6506  0.34
11 H -0.1544 -1.6078 1.1071  0.33
12 H 1.9057 -0.7910 0.4903  0.22
13 H 2.9447 0.6462 -0.0635  0.27

## Properties
- HOMO: -0.2787 Eh
- ΔE to the lowest compared entry with this formula, charge and spin: 2.863 eV
- F_max: 0.0108 Eh/bohr
- Multiplicity: 1

---

17.
Density functional theory data (wB97M-V/def2-TZVPD) for a cluster of 2 separate species, C4H7NO in total.

Last column: Mulliken charge in e.
CARTESIAN COORDINATES (ANGSTROEM)
1 O 2.5489 -0.1112 -0.4816  -0.29
2 N 1.8399 0.8056 -0.1192  -0.21
3 C 0.4516 0.4995 -0.1185  0.26
4 C -0.3078 -0.5802 -0.3800  -0.34
5 C -1.5783 0.1234 0.0373  -0.46
6 C -0.7043 1.4032 0.2284  -0.37
7 H 2.1160 -2.1445 0.2049  -0.11
8 H -0.1107 -1.5720 -0.7707  0.44
9 H 1.5788 -2.6240 0.3939  0.11
10 H -2.3715 0.1814 -0.7143  0.28
11 H -2.0036 -0.2550 0.9739  0.21
12 H -0.8970 2.1663 -0.5318  0.20
13 H -0.7121 1.8658 1.2192  0.27

## Properties
- HOMO: -0.3358 Eh
- ΔE to the lowest compared entry with this formula, charge and spin: 5.536 eV
- F_max: 0.0096 Eh/bohr
- Multiplicity: 1
- SMILES: O=NC1=CCC1.[H][H]

---

18.
Density functional theory data (wB97M-V/def2-TZVPD) for an isolated molecule of C4H7NO at a distorted geometry.

Last column: Mulliken charge in e.
CARTESIAN COORDINATES (ANGSTROEM)
1 C 1.9206 -0.0047 -0.4602  -1.20
2 C 0.7275 -0.0148 0.5330  0.38
3 C -0.3242 -1.1218 0.3564  -0.57
4 C -0.1924 1.1267 0.2964  -0.23
5 H 1.4622 -0.1801 -1.4726  0.31
6 H 2.4625 0.9675 -0.4571  0.34
7 H 2.6562 -0.8103 -0.2325  0.31
8 H 1.0635 0.0210 1.6108  0.28
9 H -0.8160 -1.4286 1.2631  0.29
10 H 0.0942 -2.0130 -0.1636  0.27
11 H -0.0114 2.1795 0.6097  0.38
12 N -1.3058 0.8025 -0.2576  -0.34
13 O -1.3200 -0.5333 -0.4635  -0.21

## Properties
- HOMO: -0.3429 Eh
- ΔE to the lowest compared entry with this formula, charge and spin: 2.618 eV
- F_max: 0.0384 Eh/bohr
- Multiplicity: 1
- SMILES: C[C@H]1C=NOC1